{
  "formula": "C6H14F2NO2P",
  "method": "ωB97M-V with the def2-TZVPD basis set",
  "molar_mass_g_mol": 201.15,
  "largest_force_ev_per_a": 3.9,
  "homo_ev": [-8.9535, -7.9102],
  "orbital_gap_ev": [8.5107, 8.0430],
  "spin_multiplicity": 1,
  "energy_ha": -983.23358,
  "relative_energy_kcal_mol": 74.8,
  "elements": ["H", "H", "C", "H", "P", "C", "H", "H", "C", "N", "O", "H", "H", "F", "F", "H", "H", "C", "H", "O", "H", "C", "H", "H", "H", "C"],
  "xyz": [[4.311, 0.911, 0.229], [0.271, 1.933, -1.251], [0.254, -2.241, -0.745], [-0.691, 3.234, -0.875], [0.780, -0.364, 1.296], [-0.735, 2.175, -0.750], [1.130, -2.171, -1.422], [0.187, 3.571, 1.386], [-0.336, -3.673, -0.638], [0.544, -1.783, 0.576], [-0.591, 0.428, 0.934], [0.490, -4.348, -0.654], [-0.992, -3.704, 0.236], [3.752, -1.065, -0.306], [3.120, 0.745, -1.393], [-1.590, 2.132, 1.125], [-0.637, -1.655, -1.158], [3.439, 0.227, -0.251], [-1.107, -3.783, -1.290], [1.012, -0.581, 2.744], [1.111, -2.435, 1.108], [0.362, 2.512, 1.552], [0.142, 2.487, 2.652], [1.441, 2.146, 1.387], [-1.606, 1.604, -1.062], [-0.687, 1.832, 0.755]],
  "nbo_charge": [0.12, 0.21, -0.21, 0.22, 1.96, -0.63, 0.19, 0.22, -0.62, -0.99, -0.81, 0.21, 0.22, -0.34, -0.33, 0.18, 0.20, 0.51, 0.22, -1.06, 0.41, -0.66, 0.23, 0.22, 0.23, 0.11]
}

{
  "formula": "C26H21FN4O2",
  "method": "ωB97M-V with the def2-TZVPD basis set",
  "molar_mass_g_mol": 440.48,
  "largest_force_ev_per_a": 1.1,
  "homo_ev": -7.6035,
  "smiles": "COc1ccc([C@@H]2c3[nH]c4ccccc4c3CCN2C(=O)c2cn3ccccc3n2)c(F)c1",
  "orbital_gap_ev": 7.9540,
  "spin_multiplicity": 1,
  "energy_ha": -1472.78908,
  "relative_energy_kcal_mol": 3.0,
  "elements": ["C", "N", "H", "H", "C", "O", "C", "H", "H", "C", "C", "H", "H", "H", "C", "H", "C", "C", "F", "H", "H", "H", "H", "C", "H", "C", "C", "N", "C", "C", "C", "C", "H", "N", "H", "H", "N", "H", "C", "C", "C", "C", "H", "C", "H", "C", "C", "C", "C", "C", "H", "C", "H", "O"],
  "xyz": [[3.210, -1.294, -0.279], [-1.467, 2.497, 0.068], [0.954, 0.308, 3.766], [-3.575, 0.490, -3.153], [-4.400, 4.755, -1.688], [-0.319, -2.000, 4.562], [-2.118, -0.785, -2.199], [-4.467, 3.140, -3.096], [-1.581, -2.937, 2.586], [2.359, -2.734, -1.709], [-2.813, 4.604, 0.133], [-1.915, 0.757, -3.701], [-2.124, -1.595, -2.931], [4.776, -4.020, -1.460], [4.655, -3.120, -0.877], [-1.686, -2.012, 0.317], [-1.434, 1.421, -0.780], [0.418, -1.409, 5.605], [0.949, 1.433, 1.508], [-2.356, 5.011, 1.024], [-0.850, 2.649, 0.847], [3.985, 0.134, 1.107], [1.485, -1.358, 5.364], [-4.008, 3.540, -2.203], [-5.178, 5.320, -2.180], [0.105, -1.691, -2.025], [-1.124, -1.490, 1.074], [2.000, -0.846, -0.544], [-3.810, 5.281, -0.536], [0.273, 0.283, 1.759], [-0.322, -1.396, 3.347], [5.389, -1.435, 0.677], [-4.144, 6.239, -0.164], [3.471, -2.470, -0.987], [6.560, -3.134, 0.034], [0.542, 0.661, -0.838], [-0.768, -0.720, -1.663], [0.049, -0.406, 5.839], [-0.473, 0.280, -0.653], [1.457, -1.722, -1.425], [0.356, -0.222, 3.043], [-0.459, -0.314, 0.746], [6.168, -1.058, 1.322], [-3.001, 2.832, -1.549], [2.255, -3.578, -2.358], [-1.063, -2.023, 2.344], [-2.412, 3.378, -0.380], [-2.350, 1.586, -1.779], [4.199, -0.774, 0.569], [5.617, -2.621, -0.056], [0.276, -2.055, 6.470], [-2.536, 0.543, -2.826], [-2.819, -1.024, -1.390], [-0.195, -2.560, -2.834]],
  "nbo_charge": [0.32, -0.54, 0.23, 0.22, -0.24, -0.49, -0.22, 0.21, 0.23, -0.05, -0.25, 0.21, 0.25, 0.22, 0.02, 0.22, 0.16, -0.25, -0.35, 0.21, 0.42, 0.24, 0.18, -0.19, 0.21, 0.66, -0.17, -0.48, -0.22, 0.49, 0.33, -0.21, 0.21, -0.31, 0.23, 0.27, -0.43, 0.18, -0.06, 0.01, -0.40, -0.14, 0.22, -0.10, 0.24, -0.27, 0.20, -0.10, -0.20, -0.26, 0.20, -0.41, 0.19, -0.63]
}